[1]
# C34H26Cl2CsIN10O4

C34H26Cl2CsIN10O4 as an isolated structure in a non-equilibrium geometry (ωB97M-V/def2-TZVPD, OMol25).

Relative energy (zero: lowest compared OMol25 entry of this formula, charge and spin)   32.5 kcal/mol
Total charge   -2
Molar mass   969.4 g mol⁻¹
Max |F|   3.4 eV/A
Lowest unoccupied orbital energy   3.8 eV
Orbital gap   0.213 hartree

Last column: Mulliken charge in e.
Cartesian coordinates (Å):
1 Cs 0.32296 -0.57116 0.17950  1.17
2 Cl 4.88981 -6.71356 1.79426  -0.28
3 C 4.21616 -5.30001 1.01084  0.10
4 C 3.12626 -4.67275 1.58051  -0.55
5 C 2.50726 -3.55702 0.99456  -0.11
6 N 1.34569 -3.00925 1.51598  -0.15
7 C 1.10508 -3.02939 2.81831  0.20
8 O 1.86927 -3.26013 3.77903  -0.75
9 C -0.34543 -2.72421 3.17508  0.12
10 C -0.89164 -3.34497 4.29827  -0.60
11 C -2.21272 -3.10041 4.62418  -0.34
12 C -2.94217 -2.20459 3.85217  -1.02
13 C -2.30256 -1.59526 2.78423  -0.54
14 N -1.04779 -1.86756 2.43441  0.33
15 C 3.06086 -3.05852 -0.21790  -0.18
16 C 4.19322 -3.68448 -0.74432  -0.19
17 C 4.76186 -4.80007 -0.16009  -0.07
18 Cl 6.15138 -5.54570 -0.91983  -0.28
19 N 2.42299 -2.05698 -0.95959  -0.27
20 C 3.09821 -1.11460 -1.55163  0.55
21 O 4.31424 -0.77708 -1.34847  -0.80
22 C 2.36685 -0.36997 -2.65352  0.42
23 C 3.13937 0.21136 -3.65789  -0.48
24 C 2.50660 0.84666 -4.70984  -0.59
25 C 1.12135 0.89751 -4.72386  -0.78
26 C 0.43638 0.29926 -3.67856  -0.14
27 N 1.03451 -0.32759 -2.67175  0.18
28 H 2.73322 -5.04527 2.51454  0.47
29 H -0.26242 -3.99389 4.89085  0.46
30 H -2.66785 -3.58808 5.47949  0.38
31 H -3.97547 -1.97041 4.07541  0.45
32 H -2.80397 -0.84709 2.17910  0.71
33 H 4.63204 -3.27923 -1.64518  0.47
34 H 4.21568 0.14858 -3.58441  0.42
35 H 3.08489 1.30365 -5.50456  0.38
36 H 0.58099 1.39201 -5.52052  0.39
37 H -0.65035 0.31210 -3.64835  0.36
38 C -1.76294 2.76906 3.23065  -0.99
39 C -2.15171 3.26164 1.86862  0.47
40 N -2.50920 4.51449 1.72926  -0.79
41 C -2.85089 4.96497 0.50038  -1.11
42 C -2.85589 4.16423 -0.61399  0.54
43 C -3.28247 4.73493 -1.93909  -0.69
44 O -4.50610 4.19131 -2.44730  -0.62
45 C -2.53557 2.79747 -0.48027  1.39
46 C -2.57352 1.93140 -1.65563  -1.20
47 N -2.95983 0.71871 -1.78999  -0.42
48 C -3.64967 -0.00354 -0.80878  0.15
49 C -4.65600 0.55541 -0.01517  0.04
50 C -5.42364 -0.22828 0.82796  -0.78
51 C -5.20229 -1.59670 0.91703  -0.54
52 C -4.21203 -2.17606 0.13854  -0.52
53 C -3.46795 -1.39010 -0.72482  -0.04
54 I -2.08717 -2.28975 -2.01709  0.18
55 C -2.12661 2.29252 0.78755  0.18
56 O -1.74262 1.10841 0.98677  -0.64
57 H -1.95037 3.55076 3.96552  0.37
58 H -0.70517 2.49473 3.24940  0.24
59 H -2.31904 1.86503 3.48766  0.16
60 H -3.13748 6.00975 0.43378  0.31
61 H -2.48302 4.60647 -2.67861  0.25
62 H -3.46146 5.80417 -1.82878  0.42
63 H -4.43777 3.22971 -2.41537  0.46
64 H -2.20543 2.37615 -2.58541  0.58
65 H -4.83142 1.62232 -0.07446  0.39
66 H -6.19698 0.23731 1.42746  0.37
67 H -5.78723 -2.20855 1.59225  0.40
68 H -4.01945 -3.23882 0.19793  0.35
69 N 4.87120 1.19879 -0.47857  -0.41
70 C 5.10321 2.46653 -0.85785  0.58
71 N 6.31938 3.01373 -0.50824  -0.50
72 N 4.27297 3.26613 -1.46648  -0.80
73 C 2.99746 2.96815 -1.65499  0.60
74 N 1.86735 2.84666 -1.86962  -0.52
75 H 5.62887 0.71527 -0.02435  0.21
76 H 4.30307 0.54905 -1.07698  -0.02
77 H 7.10806 2.39023 -0.48442  0.22
78 H 6.48460 3.91446 -0.92497  0.26

***

[2]
# C35H30AsN3Re

C35H30AsN3Re as an isolated structure (ωB97M-V/def2-TZVPD, OMol25).

Spin multiplicity   2
Relative energy (zero: lowest compared OMol25 entry of this formula, charge and spin)   7.3 kcal/mol
Total charge   +4
Molar mass   753.8 g mol⁻¹
Max |F|   0.9 eV/A
Lowest unoccupied orbital energy (spin up / spin down)   -14.3 / -14.5 eV
Orbital gap (spin up / spin down)   0.207 / 0.199 hartree
<S²>   0.773

Last column: natural (NBO) charge in e.
Cartesian coordinates (Å):
1 Re 0.98161 -0.34541 0.76544  1.25
2 C 3.42053 -2.35654 -0.33761  -0.68
3 C 3.39240 -1.00131 -0.96348  0.34
4 C 4.21744 -0.70072 -2.04668  -0.21
5 C 4.24042 0.57312 -2.57343  -0.02
6 C 3.45476 1.58096 -1.98854  -0.17
7 C 2.64965 1.25193 -0.93764  0.14
8 N 2.56164 -0.05264 -0.47043  -0.51
9 C 1.88594 2.21354 -0.11559  0.29
10 C 1.88736 3.59331 -0.17546  -0.20
11 C 1.19106 4.29928 0.80539  -0.04
12 C 0.55670 3.63824 1.86181  -0.18
13 C 0.59207 2.26079 1.88143  0.20
14 N 1.18822 1.59612 0.86321  -0.46
15 C 0.17252 1.33600 2.95441  0.16
16 C -0.37007 1.71862 4.14528  -0.17
17 C -0.58093 0.74265 5.13326  -0.02
18 C -0.20469 -0.56197 4.89469  -0.22
19 C 0.36804 -0.92130 3.67591  0.34
20 C 0.85418 -2.31567 3.47302  -0.66
21 N 0.49591 0.00826 2.68941  -0.53
22 H 4.45104 -2.71197 -0.29795  0.30
23 H 2.85556 -3.07104 -0.94103  0.27
24 H 3.04007 -2.36076 0.68744  0.21
25 H 4.85576 -1.47809 -2.44621  0.28
26 H 4.89092 0.80913 -3.40665  0.28
27 H 3.51133 2.59863 -2.34901  0.27
28 H 2.43481 4.12145 -0.94351  0.28
29 H 1.18082 5.38220 0.77598  0.29
30 H 0.08809 4.20315 2.65548  0.28
31 H -0.61413 2.75401 4.33867  0.27
32 H -1.00271 1.02420 6.09068  0.29
33 H -0.31945 -1.31936 5.65973  0.29
34 H 1.58426 -2.55930 4.24812  0.30
35 H 1.33458 -2.48466 2.50785  0.19
36 H 0.02821 -3.02376 3.56814  0.29
37 C -5.28684 0.68416 1.17537  -0.12
38 C -5.04265 0.83486 -0.18344  -0.17
39 C -3.77633 0.58505 -0.69144  -0.21
40 C -2.77144 0.16311 0.18540  -0.32
41 C -3.00803 0.00678 1.54967  -0.25
42 C -4.27430 0.27607 2.03954  -0.17
43 As -1.15211 -0.32948 -0.65887  1.35
44 C -0.73756 0.75804 -2.15572  -0.45
45 C -0.34599 0.15685 -3.35489  -0.14
46 C -0.16544 0.95155 -4.47759  -0.20
47 C -0.36504 2.32489 -4.39327  -0.12
48 C -0.74564 2.91898 -3.19042  -0.18
49 C -0.93732 2.13926 -2.06354  -0.22
50 C -0.94824 -2.18985 -1.03625  -0.41
51 C -1.78768 -2.91839 -1.87068  -0.12
52 C -1.56264 -4.28069 -2.02357  -0.15
53 C -0.51874 -4.90761 -1.34935  -0.12
54 C 0.32395 -4.18886 -0.50902  -0.19
55 C 0.09346 -2.83146 -0.36765  -0.18
56 H -6.27621 0.88320 1.56636  0.27
57 H -5.83554 1.15029 -0.84806  0.27
58 H -3.58880 0.72373 -1.75007  0.24
59 H -2.23507 -0.35157 2.22095  0.20
60 H -4.48451 0.15708 3.09388  0.25
61 H -0.20216 -0.91573 -3.42275  0.23
62 H 0.10853 0.49847 -5.42089  0.26
63 H -0.24234 2.93928 -5.27629  0.27
64 H -0.92603 3.98521 -3.15111  0.26
65 H -1.29835 2.59182 -1.14431  0.23
66 H -2.61127 -2.44170 -2.38919  0.25
67 H -2.20868 -4.86220 -2.66796  0.27
68 H -0.36180 -5.97146 -1.47444  0.27
69 H 1.12226 -4.68990 0.02310  0.26
70 H 0.77465 -2.29086 0.33440  0.10

***

[3]
# C17H43ClFN3O5SSi2

C17H43ClFN3O5SSi2 as an isolated structure (ωB97M-V/def2-TZVPD, OMol25).

Total charge   0
Molar mass   512.2 g mol⁻¹
Max |F|   0.5 eV/A
Lowest unoccupied orbital energy   0.6 eV
Orbital gap   0.337 hartree

Last column: Mulliken charge in e.
Cartesian coordinates (Å):
1 C -2.67702 0.02462 0.47895  -1.30
2 C -1.68700 1.00974 1.08806  0.03
3 S -1.00819 2.07056 -0.20412  0.07
4 C -0.54472 3.55567 0.73292  -0.87
5 Si -1.41034 5.06776 0.09020  0.39
6 Cl -0.26106 6.68486 0.62518  -0.30
7 O -2.89254 5.31783 0.75859  -0.13
8 Si -3.94655 4.21259 1.34786  0.55
9 F -3.46601 3.82786 2.83438  -0.29
10 C -5.66015 4.93718 1.41807  -0.67
11 C -6.65024 4.05648 0.72549  -0.07
12 N -6.89022 4.17450 -0.50582  -0.60
13 H -3.04512 -0.63374 1.26967  0.34
14 H -3.53772 0.53437 0.04229  0.35
15 H -2.21209 -0.59764 -0.28979  0.26
16 H -2.18082 1.61833 1.84988  0.26
17 H -0.87965 0.46575 1.58469  0.18
18 H 0.52908 3.72623 0.61146  0.46
19 H -0.71669 3.40421 1.80080  0.30
20 H -1.49689 5.06751 -1.37457  -0.10
21 H -3.90429 2.96827 0.56543  -0.14
22 H -5.65470 5.92075 0.94085  0.33
23 H -5.94516 5.07289 2.46527  0.32
24 H -7.13192 3.29016 1.34457  0.39
25 H -7.57345 3.48734 -0.81697  0.26
26 C 3.28371 1.07297 -2.59337  -0.65
27 O 2.83451 1.24803 -3.91916  -0.34
28 C 3.38799 0.34542 -4.86660  -0.81
29 C 2.34365 -0.62439 -5.37053  -0.18
30 N 1.94468 -1.55053 -4.32417  -0.27
31 C 0.80083 -2.39305 -4.64402  -0.76
32 C -0.53499 -1.71376 -4.91944  -0.47
33 O -1.09446 -1.07619 -3.78835  -0.40
34 C -0.65203 0.24961 -3.56186  -0.38
35 H 2.91645 1.92031 -2.01709  0.20
36 H 2.90358 0.15134 -2.13769  0.27
37 H 4.37727 1.05807 -2.54175  0.35
38 H 4.23347 -0.19536 -4.42959  0.40
39 H 3.75834 0.93577 -5.70913  0.39
40 H 2.76603 -1.19501 -6.20403  0.39
41 H 1.50787 -0.03086 -5.76797  0.18
42 H 1.74172 -1.02768 -3.48148  0.01
43 H 0.65433 -3.07741 -3.80485  0.37
44 H 1.05681 -3.00805 -5.51393  0.41
45 H -1.24393 -2.49249 -5.21229  0.35
46 H -0.47283 -1.00439 -5.75436  0.35
47 H -0.46671 0.77602 -4.50295  0.32
48 H 0.25384 0.28764 -2.95011  0.08
49 H -1.44066 0.76971 -3.01917  0.19
50 C -0.73442 -2.47779 2.28491  -0.80
51 O 0.29032 -1.57120 2.63433  -0.15
52 C 0.44969 -1.35552 4.03063  -0.91
53 C 1.75528 -1.93284 4.52523  -0.24
54 N 1.73772 -3.38470 4.47595  -0.30
55 C 3.01486 -4.02600 4.75839  -0.71
56 C 4.18493 -3.73812 3.82675  -0.46
57 O 4.03176 -4.26760 2.52519  -0.43
58 C 3.31286 -3.45900 1.61653  -0.48
59 H -0.85937 -2.41436 1.20516  0.20
60 H -0.49147 -3.51303 2.54813  0.37
61 H -1.68019 -2.20796 2.76608  0.34
62 H -0.39341 -1.78628 4.57968  0.44
63 H 0.45377 -0.27505 4.20218  0.34
64 H 1.90558 -1.61667 5.56254  0.39
65 H 2.56220 -1.48724 3.92565  0.17
66 H 1.41268 -3.68123 3.56401  0.09
67 H 2.84893 -5.10572 4.75651  0.39
68 H 3.31698 -3.75314 5.77550  0.39
69 H 5.06567 -4.22897 4.24814  0.35
70 H 4.41119 -2.66566 3.76967  0.34
71 H 3.47860 -2.39462 1.81040  0.26
72 H 2.23622 -3.65428 1.64363  0.13
73 H 3.67368 -3.69280 0.61537  0.30

***

[4]
# C20H23FN2O4

An isolated molecule of C20H23FN2O4 in a non-equilibrium geometry (ωB97M-V/def2-TZVPD, OMol25).

Relative energy (zero: lowest compared OMol25 entry of this formula, charge and spin)   58.3 kcal/mol
Total charge   0
Molar mass   374.4 g mol⁻¹
Max |F|   1.2 eV/A
Lowest unoccupied orbital energy   0.2 eV
SMILES   CCc1noc(C)c1C(=O)N1CCC[C@H](C(=O)c2ccc(OC)c(F)c2)C1
Orbital gap   0.332 hartree

Last column: natural (NBO) charge in e.
Cartesian coordinates (Å):
1 C -5.33878 -0.85134 1.52091  -0.59
2 C -3.88096 -1.24919 1.73619  -0.44
3 C -3.25190 -1.74542 0.48028  0.19
4 N -3.84182 -2.59900 -0.31388  -0.15
5 O -2.99525 -2.86203 -1.33794  -0.27
6 C -1.85844 -2.16992 -1.17088  0.38
7 C -0.77485 -2.29911 -2.17190  -0.69
8 C -1.96074 -1.41983 -0.02764  -0.30
9 C -0.93337 -0.52897 0.56093  0.68
10 O 0.05811 -0.95886 1.12481  -0.61
11 N -1.20249 0.79657 0.45652  -0.45
12 C -2.24154 1.30526 -0.42739  -0.21
13 C -2.06351 2.80152 -0.65562  -0.41
14 C -0.66890 3.09768 -1.20823  -0.41
15 C 0.43082 2.36625 -0.41703  -0.33
16 C 1.03180 1.21897 -1.22936  0.59
17 O 0.48863 0.81012 -2.23554  -0.58
18 C 2.24909 0.57147 -0.70278  -0.12
19 C 3.01895 1.05730 0.35074  -0.17
20 C 4.11741 0.35923 0.81506  -0.30
21 C 4.49275 -0.85555 0.24514  0.26
22 O 5.53616 -1.61702 0.62517  -0.47
23 C 6.31493 -1.20559 1.72412  -0.25
24 C 3.72079 -1.32428 -0.83034  0.41
25 F 4.06799 -2.48656 -1.41490  -0.32
26 C 2.63280 -0.63561 -1.29808  -0.25
27 C -0.17211 1.73072 0.84783  -0.23
28 H -5.78737 -0.53740 2.46025  0.21
29 H -5.41351 -0.03148 0.80946  0.20
30 H -5.89301 -1.69723 1.12561  0.22
31 H -3.83412 -2.04872 2.48048  0.23
32 H -3.29864 -0.40694 2.11669  0.21
33 H -0.44205 -1.31236 -2.49172  0.26
34 H 0.07454 -2.81723 -1.72788  0.24
35 H -1.13314 -2.86392 -3.02808  0.24
36 H -3.22617 1.10614 0.00966  0.20
37 H -2.18457 0.78960 -1.39286  0.21
38 H -2.81847 3.13805 -1.36709  0.23
39 H -2.22939 3.34291 0.27736  0.20
40 H -0.49358 4.17379 -1.19509  0.21
41 H -0.62503 2.75978 -2.24600  0.24
42 H 1.22375 3.06047 -0.13383  0.23
43 H 2.78129 1.99601 0.82547  0.21
44 H 4.68456 0.76753 1.63625  0.22
45 H 5.71187 -1.12707 2.63349  0.18
46 H 6.81070 -0.24981 1.52790  0.18
47 H 7.06699 -1.98151 1.85482  0.21
48 H 2.06214 -1.02815 -2.12453  0.25
49 H -0.58802 2.50173 1.50216  0.20
50 H 0.57569 1.15901 1.40127  0.26

***

[5]
# C4H2O2

An isolated molecule of C4H2O2 (ωB97M-V/def2-TZVPD, OMol25).

Relative energy (zero: lowest compared OMol25 entry of this formula, charge and spin)   11.6 kcal/mol
Total charge   0
Molar mass   82.1 g mol⁻¹
Max |F|   0.7 eV/A
Lowest unoccupied orbital energy   -1.2 eV
SMILES   O=CC#CC=O
Orbital gap   0.360 hartree

Last column: natural (NBO) charge in e.
Cartesian coordinates (Å):
1 O -3.04678 0.15254 0.27529  -0.45
2 C -1.94774 -0.32866 0.37367  0.36
3 C -0.67529 0.28444 -0.00105  -0.04
4 C 0.50070 0.46133 -0.22088  -0.06
5 C 1.94747 0.32452 -0.36658  0.35
6 O 2.42629 -0.77446 -0.51803  -0.45
7 H -1.77697 -1.34713 0.76617  0.14
8 H 2.57234 1.22743 -0.30861  0.15

***

[6]
# C5H9NO

An isolated molecule of C5H9NO in a non-equilibrium geometry (ωB97M-V/def2-TZVPD, OMol25).

Relative energy (zero: lowest compared OMol25 entry of this formula, charge and spin)   49.7 kcal/mol
Total charge   0
Molar mass   99.1 g mol⁻¹
Max |F|   3.4 eV/A
Lowest unoccupied orbital energy   0.9 eV
SMILES   O=C[C@H]1CCCN1
Orbital gap   0.365 hartree

Last column: natural (NBO) charge in e.
Cartesian coordinates (Å):
1 O 1.92153 -0.93182 -2.45548  -0.52
2 C 1.05053 -1.04580 -1.62766  0.44
3 C 0.83745 -0.11459 -0.47333  -0.17
4 C -0.39288 0.79784 -0.74541  -0.39
5 C -0.93765 1.00616 0.69668  -0.40
6 C -0.70614 -0.31127 1.42222  -0.21
7 N 0.49593 -0.74854 0.76298  -0.64
8 H 0.49016 -1.97772 -1.40201  0.10
9 H 1.67284 0.55858 -0.45130  0.20
10 H -1.12616 0.22829 -1.21630  0.19
11 H -0.25396 1.62708 -1.39775  0.22
12 H -1.92365 1.19920 0.81546  0.21
13 H -0.23834 1.72662 1.10985  0.19
14 H -0.71939 -0.11978 2.49424  0.21
15 H -1.49978 -1.11691 1.16787  0.17
16 H 1.32951 -0.77733 1.29993  0.38